Molecular formula: C9H14O
Method: DFT, the ωB97M-V functional and the def2-TZVPD basis

Results
orbital gap	0.3336	Ha
structure (SMILES)	Cc1ccc(O)cc1.CC
relative energy (zero: lowest compared OMol25 entry of this formula, charge and spin)	1.353	eV
total energy	-426.52306	hartree

Structure (ORCA input):
```
! RIJCOSX wB97M-V def2-TZVPD def2/J DEFGRID3
* xyz 0 1
C -2.27855 -2.40473 -0.13358
C -1.34353 -1.60787 -0.96847
C -0.02699 -1.44037 -0.54562
C 0.76538 -0.51339 -1.23928
C 0.23364 0.23475 -2.24727
O 0.97018 1.31087 -2.63638
C -1.08877 -0.04073 -2.76835
C -1.87518 -0.94213 -2.07868
H -3.29042 -2.13480 -0.33273
H -2.10574 -2.48869 0.94676
H -2.02207 -3.44168 -0.57565
H 0.41542 -2.08704 0.28471
H 1.79439 -0.32001 -0.95937
H 0.96552 1.38253 -3.63666
H -1.37114 0.55415 -3.58752
H -2.88060 -1.25279 -2.47018
C 1.15405 1.79764 2.33282
C 2.18753 1.99335 3.48616
H 0.26738 1.16707 2.59337
H 0.64946 2.85348 2.03693
H 1.65698 1.37631 1.37594
H 1.82407 2.83234 4.11953
H 3.14145 2.12374 2.97327
H 2.25753 1.04802 4.03025
*
```